85
Properties=species:S:1:pos:R:3:forces:R:3:mulliken_charge:R:1 method="wB97M-V/def2-TZVPD" mol_weight_da=539.74 multiplicity=1 orbital_gap_ha=0.33993
S -0.90367 -3.29441 -5.26424 1.110 1.032 -2.869 0.51
O -5.38810 -4.09328 -4.28752 0.318 0.402 1.583 -0.39
O 2.87911 6.59332 4.64390 0.475 0.202 0.055 -0.33
O -0.74454 -2.27701 -3.92854 -1.218 0.455 -2.095 -0.08
O 4.02401 -0.45876 2.44751 0.427 0.229 -0.241 -0.32
O -0.45948 -2.56327 -6.52287 -1.486 -1.490 3.693 -0.56
O -2.56139 -3.56240 -5.53496 1.109 -0.138 0.736 -0.36
O 2.57276 2.63463 6.76580 -0.035 0.040 -0.438 -0.46
O 2.02333 -3.71092 0.06817 -0.204 0.383 0.072 -0.47
N -2.02990 1.02505 -2.68288 0.746 -0.128 -0.874 -0.61
N 3.45780 -0.94764 -0.46614 -0.241 0.050 0.035 -0.33
N 4.66281 4.19393 4.98262 -0.142 -0.138 -0.154 -0.38
C 3.19049 2.16990 5.56922 0.323 -0.422 0.255 -0.36
C 2.50180 -3.41461 1.37000 0.103 -0.322 -0.117 -0.53
C 5.35509 -0.94450 2.36117 -0.246 -0.119 0.219 -0.82
C -6.94593 -2.11613 -3.83245 -1.426 2.495 -0.464 0.39
C 3.93482 4.57392 3.77277 0.123 0.378 0.376 -0.05
C -0.93380 0.03020 -2.93422 0.421 -0.042 -0.524 -0.07
C -8.39461 -1.76407 -3.32986 2.018 2.685 -1.909 -0.46
C -1.23620 -0.92710 -4.21040 -0.100 1.867 0.838 -0.01
C -3.02212 -4.68368 -4.73519 -0.498 -0.345 1.915 -0.62
C -4.04132 -5.27042 -2.44053 0.129 1.027 0.510 -1.17
C 3.78638 6.09254 3.66081 -0.371 -0.438 -0.266 -0.87
C -8.99898 -0.36214 -3.62817 3.927 -1.436 -0.929 -0.43
C -6.41886 -3.58238 -3.41780 -1.446 0.809 -0.346 -0.47
C -6.10116 -1.08865 -4.63984 -3.626 0.610 1.454 -0.27
C 4.58337 2.76439 5.30308 -0.122 0.275 0.196 -0.67
C -6.71205 0.32152 -4.93807 -1.886 -2.920 2.279 -0.54
C 2.78203 0.01548 0.40214 0.492 -0.166 0.125 -0.12
C 1.49142 -2.59414 -0.63838 -0.005 -0.264 -0.525 -0.37
C 1.92313 3.88969 6.64779 0.046 -0.112 0.342 -0.54
C -8.13439 0.66657 -4.41069 1.213 -2.809 0.447 -0.33
C 3.51295 7.32406 5.68253 -0.338 -0.086 -0.031 -0.71
C -4.10189 -4.17399 -3.63081 0.868 -1.107 -0.430 0.59
C 2.55043 -1.71603 -1.32555 0.215 -0.135 0.256 -0.62
C 3.72240 0.55261 1.48271 -0.637 -0.053 0.034 -0.70
H 2.62073 4.69640 6.88309 -0.112 0.180 -0.167 0.16
H 1.92061 -2.62938 1.86128 0.079 0.053 -0.075 0.27
H -6.08288 1.07521 -5.50901 -1.104 -1.061 0.861 0.33
H 3.18312 -2.36918 -1.93400 -0.138 -0.013 -0.016 0.32
H -6.13451 -3.51958 -2.31492 -0.060 -0.236 -1.488 0.28
H 4.75762 6.59722 3.69998 -0.043 -0.065 0.197 0.41
H 0.80579 -2.02226 -0.00424 0.136 0.065 0.168 0.35
H -2.90863 0.75062 -3.15076 0.722 0.269 0.377 0.24
H 3.97976 -1.60184 0.10459 -0.053 0.110 -0.049 0.13
H -0.70451 -0.55587 -1.98021 -0.458 0.497 -1.421 -0.08
H -0.71330 -0.43249 -5.11028 -0.860 -1.247 1.203 0.30
H 5.18720 2.61746 6.20366 -0.065 -0.105 -0.047 0.35
H -2.14615 -5.11376 -4.11048 -1.229 0.659 -1.089 0.37
H -8.98958 -2.54296 -2.72443 1.060 1.399 -1.150 0.26
H -7.31933 -4.30275 -3.50825 1.407 1.171 0.207 0.33
H 6.07758 -0.12504 2.31465 0.012 -0.021 -0.066 0.35
H 2.73802 7.84519 6.24846 0.008 -0.075 -0.114 0.23
H 5.55676 -1.53420 3.25785 -0.099 0.079 -0.045 0.25
H -3.02406 -5.10318 -1.91442 -1.568 -0.573 -0.879 0.35
H 2.05233 -1.02786 -2.01711 -0.061 0.000 0.085 0.33
H -3.79830 -3.11826 -3.27627 -0.287 -1.635 -0.318 0.11
H -10.04105 -0.12888 -3.23377 1.675 -0.175 -0.741 0.31
H -3.43702 -5.55867 -5.36615 0.511 1.763 0.747 0.28
H 1.92493 -0.43814 0.91144 -0.102 0.175 0.108 0.15
H 1.48052 4.04102 5.65940 0.118 0.026 -0.007 0.26
H 1.12464 3.93242 7.39116 0.034 -0.129 -0.028 0.31
H 2.92660 4.14575 3.76146 -0.087 0.048 -0.199 0.15
H -4.16302 -6.34418 -2.80895 0.305 1.549 0.326 0.27
H -5.05629 -1.39974 -4.98828 -1.777 0.588 0.456 0.40
H 3.33940 6.31906 2.68758 0.046 -0.013 0.021 0.38
H 5.47822 -1.59908 1.49480 0.199 0.048 -0.087 0.36
H 3.19886 1.34702 2.02481 0.014 0.002 -0.038 0.23
H -8.56006 1.70769 -4.60300 0.700 -1.699 0.255 0.29
H 4.29455 4.71376 5.77021 0.043 -0.027 -0.122 0.10
H 2.41474 0.85035 -0.20402 0.014 -0.033 0.003 0.35
H 5.06938 2.19713 4.50173 -0.113 -0.001 -0.039 0.36
H 4.47360 4.19857 2.89620 0.003 0.002 0.035 0.34
H 0.86683 -3.02437 -1.43170 0.119 0.039 0.068 0.24
H -2.36813 -0.94022 -4.38276 1.523 -0.200 0.158 -0.06
H 2.43244 -4.32134 1.97418 -0.084 -0.005 -0.106 0.33
H -4.83197 -5.08854 -1.62743 1.071 -0.227 -1.323 0.35
H -1.71814 1.93503 -3.06574 -0.639 -0.849 0.296 0.29
H 4.03718 6.65490 6.36941 0.192 0.098 0.055 0.30
H 2.51195 2.26991 4.71571 -0.032 0.206 0.000 0.33
H 0.00088 0.63428 -3.19825 -1.121 -0.963 0.551 0.27
H 4.20874 8.06630 5.28197 0.048 -0.041 0.027 0.34
H 4.62616 0.99409 1.04904 0.028 -0.215 -0.012 0.44
H 3.32399 1.09039 5.71310 0.002 0.151 0.005 0.32
H 3.55805 -3.14026 1.32762 -0.010 0.168 0.208 0.16

=====

9
Properties=species:S:1:pos:R:3:forces:R:3:nbo_charge:R:1 method="wB97M-V/def2-TZVPD" relative_energy_ev=0.425 smiles="NC(=O)N(O)F" mol_weight_da=94.05 multiplicity=1 orbital_gap_ha=0.38582
F -1.59780 -1.15953 0.56823 -0.693 0.200 0.350 -0.30
O -0.18007 1.48703 0.54847 1.541 -1.288 -0.721 -0.59
O -2.55676 0.74196 -0.32859 -0.224 -3.692 -2.167 -0.51
N 0.88126 -0.42999 -0.29299 2.278 -1.480 -2.093 -0.81
N -1.53299 -0.15103 -0.46460 1.916 -0.161 -0.741 0.13
C -0.08934 0.41476 -0.02166 -5.188 1.959 0.369 0.76
H 0.92633 -1.14758 -1.07691 -1.411 1.282 1.601 0.43
H -2.33558 1.45177 0.19304 1.585 2.805 2.691 0.47
H 1.80085 -0.02026 -0.30085 0.195 0.374 0.710 0.41

=====

15
Properties=species:S:1:pos:R:3:forces:R:3:nbo_charge:R:1 method="wB97M-V/def2-TZVPD" relative_energy_ev=2.181 smiles="CC(=O)NC(=O)O.O" mol_weight_da=121.09 multiplicity=1 orbital_gap_ha=0.38613
O 1.73691 -1.64555 -0.69113 -0.977 1.059 0.767 -0.71
O 0.28532 0.00875 -1.50716 1.925 -2.509 1.832 -0.64
O 0.31486 1.48109 2.18963 -0.309 1.987 1.318 -0.57
O -1.42568 -1.90485 -0.51715 1.516 -1.929 -0.773 -0.97
N 0.79486 0.01772 0.74294 1.412 -1.892 -1.616 -0.69
C 0.85267 -0.54126 -0.55214 0.846 1.327 -0.219 0.93
C -0.82678 1.82628 0.09599 -4.056 0.726 0.138 -0.72
C 0.11686 1.22853 1.03482 0.365 -1.413 2.898 0.70
H 1.40560 -0.35383 1.56885 -1.807 1.136 -2.197 0.43
H -0.80338 -2.73438 -0.61928 -1.909 2.681 -0.070 0.48
H -1.50652 2.79591 0.17212 2.034 -1.719 1.420 0.26
H -1.28260 -1.31815 -1.30374 0.068 -1.073 0.862 0.49
H 2.23218 -1.92816 0.13370 -1.177 0.874 -1.174 0.49
H -0.24553 2.03968 -0.72750 0.537 -0.150 -2.541 0.25
H -1.64876 1.02823 -0.01996 1.532 0.895 -0.646 0.26

=====

8
Properties=species:S:1:pos:R:3:forces:R:3:nbo_charge:R:1 method="wB97M-V/def2-TZVPD" s_squared=2.013 relative_energy_ev=1.389 mol_weight_da=71.06 multiplicity=3 total_charge=+1 orbital_gap_ha="0.28000 / 0.33053"
N 0.01304 0.41892 1.62015 -1.863 -4.947 -2.131 0.04
N 0.87720 1.25041 1.66247 1.743 4.941 2.675 -0.20
N 0.21721 -0.49001 0.62517 -1.824 -0.713 -1.033 -0.17
N -0.46333 -0.87993 -1.71318 2.625 0.290 2.511 -0.74
C -0.09449 -0.58642 -0.50658 -0.251 -0.406 1.104 0.72
H 0.58552 1.84359 2.45542 1.593 1.044 -0.011 0.41
H -1.42972 -0.90501 -1.82869 -1.891 -0.171 -1.243 0.47
H 0.29457 -0.65153 -2.31477 -0.132 -0.037 -1.872 0.46